Formula: C4H9NO
Source: OMol25
Level of theory: ωB97M-V/def2-TZVPD

Geometry as ORCA input:
```
! RIJCOSX wB97M-V def2-TZVPD def2/J DEFGRID3
* xyz 0 1
C 0.501 2.080 -0.302
N -0.356 1.290 0.562
C -0.629 0.107 0.227
C -1.326 -0.832 1.158
O -0.228 -0.421 -0.976
C 0.857 -1.324 -0.855
H 0.991 1.563 -1.145
H -0.106 2.893 -0.705
H 1.273 2.501 0.346
H -2.090 -1.427 0.650
H -0.571 -1.517 1.560
H -1.756 -0.262 1.982
H 1.486 -1.192 -1.738
H 0.504 -2.360 -0.805
H 1.451 -1.100 0.040
*
```

Its highest occupied orbital energy is -9.767 eV. The gap between HOMO and LUMO comes out at 10.8 eV. The calculated total energy comes out at -287.768927 hartree. The structure (SMILES) is C/N=C(/C)OC. The value obtained for the LUMO energy is 0.99 eV.

---

Formula: C10H10FN
Source: OMol25
Level of theory: ωB97M-V/def2-TZVPD

Geometry as ORCA input:
```
! RIJCOSX wB97M-V def2-TZVPD def2/J DEFGRID3
* xyz 0 1
C 3.272 -0.426 -0.127
C 3.006 0.948 -0.008
C 2.079 -1.107 -0.141
C 1.646 1.096 0.066
C -3.023 0.380 0.127
C -2.228 1.198 -0.792
C -2.467 -0.657 0.769
C -0.920 0.855 -0.841
C -1.020 -0.977 0.923
C -0.286 -0.279 -0.162
N 1.105 -0.168 0.003
F -0.236 -1.361 -1.596
H 4.091 -1.045 -0.340
H 3.761 1.672 -0.008
H 1.581 -2.072 -0.145
H 1.273 1.991 0.493
H -4.060 0.421 0.128
H -2.603 1.995 -1.356
H -3.013 -1.201 1.574
H -0.290 1.508 -1.567
H -0.798 -0.640 2.045
H -0.870 -2.131 0.955
*
```

Its highest occupied orbital energy is -8.422 eV. The gap between HOMO and LUMO comes out at 8.0 eV. The calculated total energy comes out at -541.541691 hartree. The value obtained for the LUMO energy is -0.39 eV.

---

Formula: C42H45AsClF2N4SbTi
Source: OMol25
Level of theory: ωB97M-V/def2-TZVPD

Geometry as ORCA input:
```
! RIJCOSX wB97M-V def2-TZVPD def2/J DEFGRID3
* xyz 0 3
Ti -0.440 0.495 -0.134
C 1.078 1.815 -2.423
C 0.144 0.833 -3.048
C 0.008 0.834 -4.418
C -0.859 -0.055 -5.047
C -1.569 -0.908 -4.206
C -1.419 -0.872 -2.827
N -0.543 -0.012 -2.202
Sb -2.650 -2.422 -1.988
C -1.169 -3.434 -0.782
C -0.977 -4.768 -1.129
C -0.048 -5.511 -0.412
C 0.598 -4.915 0.654
C 0.337 -3.577 0.950
C 0.914 -2.928 2.178
N -0.490 -2.843 0.204
C -4.020 -1.361 -0.706
C -5.349 -1.616 -1.019
C -6.334 -0.972 -0.281
C -5.952 -0.123 0.737
C -4.593 0.085 0.987
C -4.154 0.992 2.100
N -3.649 -0.519 0.263
H 1.848 2.128 -3.128
H 0.536 2.710 -2.103
H 1.577 1.371 -1.556
H 0.601 1.538 -4.990
H -0.970 -0.089 -6.121
H -2.259 -1.623 -4.636
H -1.538 -5.210 -1.943
H 0.152 -6.543 -0.671
H 1.292 -5.474 1.268
H 1.870 -3.372 2.456
H 1.024 -1.852 2.035
H 0.224 -3.073 3.012
H -5.608 -2.293 -1.823
H -7.382 -1.136 -0.497
H -6.690 0.383 1.345
H -4.571 0.651 3.050
H -3.071 0.998 2.179
H -4.507 2.011 1.930
F -3.086 -2.446 3.822
C -2.150 -1.527 3.491
C -1.960 -1.205 2.169
C -1.014 -0.253 1.790
C -0.234 0.339 2.814
C -0.457 -0.039 4.141
F 0.257 0.498 5.166
C -1.412 -0.959 4.513
C 0.780 1.342 2.398
C 1.676 1.960 3.270
C 2.542 2.937 2.820
C 2.460 3.331 1.498
C 1.557 2.680 0.688
N 0.771 1.666 1.078
H -2.570 -1.716 1.437
H -1.565 -1.211 5.552
H 1.686 1.676 4.306
H 3.242 3.403 3.501
H 3.060 4.133 1.093
H 1.436 3.020 -0.329
C 3.708 -1.703 2.072
C 3.351 -2.325 0.727
As 2.425 -1.067 -0.460
C 2.436 -2.210 -2.069
C 2.851 -1.529 -3.370
C 3.958 0.124 -0.834
C 5.328 -0.533 -0.956
H 4.073 -2.456 2.773
H 2.842 -1.216 2.530
H 4.486 -0.945 1.968
H 2.682 -3.175 0.859
H 4.235 -2.693 0.205
H 1.416 -2.591 -2.160
H 3.081 -3.066 -1.861
H 2.250 -0.642 -3.573
H 2.714 -2.209 -4.213
H 3.899 -1.230 -3.357
H 3.960 0.869 -0.034
H 3.720 0.662 -1.753
H 5.655 -0.980 -0.018
H 6.079 0.208 -1.240
H 5.339 -1.317 -1.714
Cl -0.028 7.881 -0.166
C -0.570 6.225 -0.293
C -0.795 5.483 0.857
C -1.218 4.171 0.748
C -1.435 3.552 -0.495
C -1.853 2.138 -0.582
C -1.223 4.348 -1.627
C -0.789 5.664 -1.537
H -0.633 5.934 1.827
H -1.387 3.594 1.653
H -2.327 1.932 -1.547
H -2.586 1.942 0.202
H -1.415 3.925 -2.608
H -0.633 6.255 -2.430
*
```

Its expectation value of S² is 2.0259. Its highest occupied orbital energy (alpha / beta) is -4.827 / -6.981 eV. The gap between HOMO and LUMO (alpha / beta) comes out at 4.6 / 7.0 eV. The calculated total energy comes out at -5831.782758 hartree. The value obtained for the LUMO energy (alpha / beta) is -0.26 / -0.02 eV.

---

Formula: C4H10N2
Source: OMol25
Level of theory: ωB97M-V/def2-TZVPD

Geometry as ORCA input:
```
! RIJCOSX wB97M-V def2-TZVPD def2/J DEFGRID3
* xyz 0 1
H -1.892 -1.892 0.631
N -1.363 -1.237 0.021
C -0.545 -0.532 0.749
C -0.291 -0.736 2.229
N 0.312 0.341 0.137
C 0.179 0.659 -1.270
C 1.441 1.305 -1.867
H -0.022 0.196 2.870
H -1.229 -1.206 2.716
H 0.628 -1.479 2.371
H 0.674 1.076 0.728
H -0.012 -0.305 -1.785
H -0.718 1.242 -1.472
H 1.325 1.336 -2.994
H 1.538 2.402 -1.579
H 2.354 0.728 -1.640
*
```

Its highest occupied orbital energy is -8.825 eV. The gap between HOMO and LUMO comes out at 9.8 eV. The calculated total energy comes out at -267.903684 hartree. The structure (SMILES) is [H]/N=C(\C)NCC. The value obtained for the LUMO energy is 0.95 eV.

---

Formula: C6H14NOP
Source: OMol25
Level of theory: ωB97M-V/def2-TZVPD

Geometry as ORCA input:
```
! RIJCOSX wB97M-V def2-TZVPD def2/J DEFGRID3
* xyz 0 1
C 2.577 1.102 0.434
C 2.297 -0.332 0.874
C 1.348 1.428 -0.467
C -2.550 0.828 -0.821
C -2.461 -0.300 0.211
C -1.698 -1.405 -0.345
N 1.734 -1.030 -0.258
O -1.225 -2.417 0.402
P 0.995 -0.182 -1.444
H 2.553 1.703 1.393
H 3.606 1.347 0.070
H 3.216 -0.876 1.195
H 1.412 -0.343 1.808
H 0.435 1.382 0.329
H 1.375 2.327 -1.100
H -3.152 0.473 -1.637
H -1.546 0.918 -1.158
H -2.953 1.723 -0.549
H -1.931 0.217 1.050
H -3.419 -0.706 0.804
H -2.006 -1.804 -1.382
H 1.862 -1.977 -0.360
H -0.469 -2.076 0.951
*
```

Its highest occupied orbital energy (alpha / beta) is -6.913 / -6.328 eV. The gap between HOMO and LUMO (alpha / beta) comes out at 7.5 / 7.1 eV. The calculated total energy comes out at -708.206647 hartree. The value obtained for the LUMO energy (alpha / beta) is 0.61 / 0.76 eV.

---

Formula: C22H36AgN4O2S2
Source: OMol25
Level of theory: ωB97M-V/def2-TZVPD

Geometry as ORCA input:
```
! RIJCOSX wB97M-V def2-TZVPD def2/J DEFGRID3
* xyz 1 1
Ag -1.153 -0.798 -0.399
N -0.378 -3.077 -0.303
C -0.672 -3.729 -1.577
C -2.135 -3.548 -1.966
N -2.505 -2.147 -2.189
C -3.916 -1.871 -1.933
C -4.221 -0.519 -1.291
N -3.502 -0.339 -0.023
C -2.025 -1.662 -3.480
C -1.574 -0.206 -3.512
N -0.522 0.071 -2.522
H 0.610 -2.874 -0.204
H -0.691 -3.621 0.491
H -0.455 -4.802 -1.570
H -0.017 -3.285 -2.330
H -2.747 -3.933 -1.148
H -2.355 -4.170 -2.845
H -4.292 -2.643 -1.259
H -4.511 -1.951 -2.854
H -5.308 -0.463 -1.168
H -3.937 0.300 -1.951
H -3.782 -1.037 0.660
H -3.728 0.561 0.382
H -2.786 -1.803 -4.261
H -1.171 -2.276 -3.774
H -2.407 0.464 -3.304
H -1.244 0.009 -4.534
H -0.259 1.048 -2.565
H 0.324 -0.459 -2.716
O -1.123 -1.070 2.106
S -0.477 -0.735 3.416
C 1.299 -0.559 3.096
C 1.663 0.463 2.034
C 3.173 0.536 1.787
C 3.795 -0.630 1.030
S 3.306 -0.879 -0.703
O 1.842 -1.216 -0.708
C 3.447 0.813 -1.260
C 2.331 1.633 -1.269
C 2.462 2.946 -1.698
C 3.699 3.423 -2.112
C 4.809 2.589 -2.106
C 4.685 1.272 -1.685
C -0.844 0.983 3.744
C -1.471 1.743 2.773
C -1.757 3.075 3.041
C -1.417 3.627 4.269
C -0.798 2.849 5.239
C -0.516 1.516 4.983
H 1.608 -1.572 2.826
H 1.750 -0.322 4.065
H 1.328 1.449 2.363
H 1.134 0.226 1.111
H 3.692 0.610 2.748
H 3.403 1.462 1.257
H 3.583 -1.599 1.489
H 4.883 -0.528 0.993
H 1.381 1.235 -0.934
H 1.601 3.602 -1.704
H 3.798 4.447 -2.446
H 5.769 2.959 -2.439
H 5.542 0.609 -1.697
H -1.725 1.283 1.825
H -2.247 3.684 2.293
H -1.644 4.664 4.476
H -0.547 3.277 6.200
H -0.054 0.897 5.744
*
```

Its highest occupied orbital energy is -10.753 eV. The gap between HOMO and LUMO comes out at 8.9 eV. The calculated total energy comes out at -2172.546052 hartree. The value obtained for the LUMO energy is -1.83 eV.